{
  "formula": "C37H93Cl20O22P5",
  "method": "wB97M-V/def2-TZVPD",
  "symbols": ["C", "O", "H", "H", "H", "H", "C", "O", "H", "H", "H", "H", "C", "O", "P", "O", "O", "C", "O", "C", "H", "H", "H", "H", "H", "H", "H", "H", "H", "C", "O", "P", "O", "O", "C", "O", "C", "H", "H", "H", "H", "H", "H", "H", "H", "H", "C", "O", "P", "O", "O", "C", "O", "C", "H", "H", "H", "H", "H", "H", "H", "H", "H", "C", "O", "P", "O", "O", "C", "O", "C", "H", "H", "H", "H", "H", "H", "H", "H", "H", "C", "O", "P", "O", "O", "C", "O", "C", "H", "H", "H", "H", "H", "H", "H", "H", "H", "Cl", "C", "C", "Cl", "H", "H", "H", "H", "Cl", "C", "C", "Cl", "H", "H", "H", "H", "Cl", "C", "C", "Cl", "H", "H", "H", "H", "Cl", "C", "C", "Cl", "H", "H", "H", "H", "Cl", "C", "C", "Cl", "H", "H", "H", "H", "Cl", "C", "C", "Cl", "H", "H", "H", "H", "Cl", "C", "C", "Cl", "H", "H", "H", "H", "Cl", "C", "C", "Cl", "H", "H", "H", "H", "Cl", "C", "C", "Cl", "H", "H", "H", "H", "Cl", "C", "C", "Cl", "H", "H", "H", "H"],
  "positions_angstrom": [[-4.09471, 1.76923, -3.57811], [-3.60096, 1.13636, -2.39638], [-3.76868, 2.74566, -3.88453], [-3.93559, 1.03765, -4.36127], [-5.17132, 1.77777, -3.34271], [-2.63738, 0.99741, -2.49035], [3.59333, 4.97430, -0.11921], [3.34093, 3.78874, -0.85850], [4.09335, 4.68971, 0.79296], [4.34840, 5.59717, -0.61494], [2.63629, 5.44024, 0.01681], [2.65076, 4.00242, -1.51415], [1.19473, -1.37564, -2.26896], [1.19849, -0.25066, -1.29926], [0.02832, 0.77536, -1.04715], [-0.78044, 1.07733, -2.27721], [-0.73392, 0.08201, 0.16102], [-1.99648, 0.66122, 0.56638], [0.75905, 2.08150, -0.54352], [1.48879, 1.83702, 0.78156], [1.14084, -0.97986, -3.26098], [0.47134, -2.12103, -2.01166], [2.16054, -1.82627, -2.16956], [-1.89929, 1.72643, 0.73782], [-2.24145, 0.19437, 1.47551], [-2.73781, 0.55219, -0.21992], [2.09699, 2.70794, 0.83797], [2.09462, 0.98196, 0.62773], [0.81641, 1.64439, 1.60680], [0.33584, -6.07610, -3.00804], [-0.51073, -7.06556, -2.28300], [0.16540, -8.36785, -1.70810], [1.16303, -8.95738, -2.61599], [0.78899, -8.05120, -0.24389], [0.07049, -7.55339, 0.91811], [-1.14624, -9.19902, -1.37575], [-2.07392, -9.56274, -2.44141], [1.25009, -6.61238, -3.18606], [0.46864, -5.26455, -2.31692], [-0.17278, -5.87391, -3.91012], [-0.33333, -6.54727, 0.78393], [0.68620, -7.66249, 1.78709], [-0.83481, -8.16447, 1.01857], [-1.61033, -10.23122, -3.18307], [-2.32812, -8.63115, -2.91626], [-2.85855, -10.03206, -1.87823], [4.89080, 0.16344, 4.63133], [3.58651, -0.36152, 4.89257], [3.00342, -0.52649, 6.38955], [4.04197, -0.85026, 7.38739], [2.21967, 0.83970, 6.44112], [1.56310, 1.33819, 7.66563], [1.81254, -1.54880, 6.22315], [2.17782, -2.92843, 6.17015], [5.45930, 0.21578, 5.56471], [4.78195, 1.10601, 4.11802], [5.40133, -0.56517, 4.00541], [0.74590, 0.68732, 7.96108], [1.13343, 2.32205, 7.49515], [2.32312, 1.32358, 8.46371], [1.76882, -3.34225, 5.24333], [1.62199, -3.44848, 6.93031], [3.23494, -3.13980, 6.35069], [0.52905, 8.50736, -1.11120], [-0.20991, 7.61316, -1.95417], [0.45197, 6.46870, -2.80702], [1.78849, 6.08263, -2.36196], [-0.65687, 5.33965, -2.72059], [-1.03690, 4.91569, -1.36292], [0.39309, 6.86729, -4.35003], [-0.87958, 7.23564, -4.95629], [-0.02190, 8.70603, -0.22511], [0.77106, 9.38736, -1.68370], [1.47605, 7.97805, -0.92790], [-1.42526, 3.89878, -1.34095], [-1.61965, 5.69979, -0.81628], [-0.10676, 4.87916, -0.78876], [-1.68967, 6.63141, -4.60914], [-0.76336, 7.24173, -6.02365], [-1.06779, 8.27178, -4.65902], [-5.07523, -2.68384, 4.20964], [-4.90012, -1.33322, 4.82114], [-4.75917, -0.09831, 3.86093], [-3.96523, -0.28190, 2.66882], [-6.21232, 0.33706, 3.42571], [-7.18354, 0.74329, 4.50363], [-4.18399, 0.85734, 4.96841], [-3.94248, 2.23539, 4.46209], [-5.11206, -3.29372, 5.12280], [-4.18677, -2.87437, 3.62730], [-5.97649, -2.76214, 3.61344], [-7.40194, -0.23317, 4.92563], [-8.08670, 1.13833, 3.99818], [-6.65328, 1.38493, 5.21742], [-3.72295, 2.90997, 5.27392], [-4.91493, 2.53420, 3.98377], [-3.17111, 2.18941, 3.68531], [-6.70886, 3.41519, 1.88568], [-5.62210, 2.45645, 0.83440], [-4.61155, 3.28827, 0.09697], [-3.44451, 4.12517, 1.19604], [-6.26284, 1.94997, 0.12938], [-5.10783, 1.64883, 1.39055], [-5.07216, 4.09415, -0.45880], [-3.95939, 2.65866, -0.53027], [2.53379, 3.17739, -6.04447], [1.65329, 3.32873, -4.45510], [0.27016, 2.64269, -4.49632], [-0.98203, 3.42272, -5.53775], [1.54236, 4.37285, -4.26105], [2.28816, 2.83704, -3.68895], [-0.13857, 2.58361, -3.48910], [0.39902, 1.59788, -4.84431], [4.73596, -5.10130, -3.06128], [4.98382, -3.33291, -2.81352], [6.19377, -2.75581, -3.50609], [6.02280, -2.92278, -5.27288], [5.11779, -3.16668, -1.73145], [4.09207, -2.82693, -3.16177], [7.11171, -3.19235, -3.19041], [6.23444, -1.69299, -3.39109], [0.30194, -0.58928, 3.46935], [-1.26508, -0.91477, 4.17201], [-1.22033, -1.99758, 5.29777], [-1.02501, -3.66185, 4.78714], [-1.93386, -1.25466, 3.40936], [-1.62014, 0.02033, 4.62071], [-2.18850, -1.92928, 5.81207], [-0.46634, -1.78920, 6.01471], [6.75398, 1.27748, 1.69972], [6.51462, 0.71263, 0.00314], [5.12357, 1.19099, -0.35047], [4.70866, 1.17887, -2.10459], [6.56659, -0.37070, -0.02669], [7.29294, 1.24293, -0.54174], [4.97250, 2.24762, -0.16624], [4.36356, 0.55192, 0.15700], [-1.54212, -3.60175, 0.77500], [-2.98654, -2.71011, 0.04059], [-2.63445, -2.30951, -1.39518], [-2.45155, -3.75458, -2.42405], [-3.15995, -1.90964, 0.74729], [-3.85380, -3.34128, -0.03054], [-1.71140, -1.70665, -1.37584], [-3.41026, -1.69950, -1.83366], [-1.71513, 5.18728, 5.58657], [-0.61327, 3.78186, 5.70370], [0.45715, 3.86964, 4.56454], [-0.31695, 3.98225, 2.94180], [-1.27705, 2.92615, 5.55770], [-0.12236, 3.72375, 6.65268], [1.12092, 2.98674, 4.51470], [1.03091, 4.78021, 4.66702], [3.10621, -0.76104, -5.12616], [2.67355, -1.80115, -6.52251], [1.49673, -2.81249, -6.21561], [1.86998, -3.98467, -4.89490], [3.52054, -2.37051, -6.82663], [2.39199, -1.08613, -7.31195], [1.23599, -3.42887, -7.07217], [0.62705, -2.19318, -5.86914], [-3.62303, -2.08318, -6.65817], [-2.16904, -1.28666, -7.29177], [-1.65478, -0.06319, -6.48704], [-1.34050, -0.61501, -4.78695], [-2.47617, -0.90688, -8.28874], [-1.36537, -2.00827, -7.42258], [-2.36623, 0.73317, -6.42949], [-0.68879, 0.27462, -6.96752], [5.00756, -2.17417, 1.64976], [3.40499, -2.67864, 2.23626], [2.46084, -3.24527, 1.15727], [2.95166, -4.76859, 0.43189], [2.84386, -1.81133, 2.51589], [3.55615, -3.30427, 3.12694], [2.21921, -2.54511, 0.38101], [1.52973, -3.45786, 1.73861]],
  "forces_ev_per_angstrom": [[-1.5, -2.0, 0.7], [0.9, 0.7, 0.3], [0.7, 0.5, 0.4], [-0.1, 0.2, -0.7], [0.2, 0.4, -0.7], [-0.1, 0.2, 0.0], [0.7, -0.5, -0.7], [-0.2, -0.2, -0.4], [-0.3, -0.2, 0.7], [-0.5, 0.3, -0.3], [-0.1, 0.9, 0.5], [0.5, 0.0, 0.3], [0.4, 1.2, 1.0], [0.1, -0.7, -0.3], [-0.3, -0.3, -2.2], [0.3, -0.5, 1.8], [0.0, 0.5, -0.5], [0.6, 0.6, -0.9], [0.0, -1.0, 2.0], [-0.8, 0.5, -1.7], [-0.5, 0.1, -0.5], [-0.8, -0.2, 0.0], [0.6, -0.2, 0.2], [0.2, 0.4, 0.1], [-0.6, -0.6, 0.9], [-0.2, -0.4, 0.0], [0.3, 0.6, 0.5], [0.7, -0.8, -0.1], [-0.3, 0.4, -0.1], [-0.3, -2.0, 1.7], [0.1, 1.1, -0.2], [0.5, -0.1, 0.7], [-0.4, 0.1, 0.6], [-0.4, 0.1, -0.6], [-1.5, -0.7, -1.5], [0.4, -0.4, 0.0], [1.3, 0.3, 0.5], [0.7, 0.2, -0.4], [0.0, 0.6, -0.1], [-0.5, 0.6, -0.8], [0.6, 0.2, -0.1], [0.5, 0.1, 0.2], [0.2, -0.1, 0.3], [-0.1, 0.1, 0.5], [-0.7, 0.2, -0.3], [-0.6, -0.2, -0.3], [0.3, -0.8, 0.5], [-0.9, -0.7, 0.8], [1.4, 0.5, -1.4], [-1.0, 0.3, -0.2], [-1.0, 1.2, 1.3], [1.0, -1.0, -0.1], [0.6, 0.1, 0.3], [-0.7, -0.9, -0.2], [-0.1, 0.4, -0.1], [0.1, 0.3, 0.0], [0.0, 0.2, -0.2], [-0.1, -0.3, -0.1], [0.5, 0.0, -0.2], [-0.4, 0.3, -0.2], [0.6, 0.2, -0.1], [-0.2, -0.1, 0.6], [-0.1, 0.3, -0.3], [1.6, -1.2, -1.2], [-0.8, 0.5, 0.0], [-0.6, -0.4, -0.8], [0.4, -0.1, 0.1], [-0.7, -0.3, 0.8], [1.2, 1.1, 0.6], [-0.4, -0.3, 0.5], [0.8, 1.3, 0.8], [-0.5, 0.1, 0.6], [-0.1, 0.5, 0.0], [-0.2, 0.5, 0.5], [-0.4, 0.3, -0.5], [-0.1, -0.8, -1.0], [0.1, -0.3, 0.1], [-0.3, -0.7, 0.0], [0.2, -0.4, -0.4], [-0.1, -0.1, 0.0], [0.5, 1.0, 1.6], [-0.5, -1.4, -0.6], [-0.9, -0.5, 1.1], [0.9, -0.2, -1.4], [-0.7, 1.2, 0.9], [0.8, -1.3, -1.3], [0.3, 1.8, -0.1], [-1.5, -0.9, -1.0], [-0.1, -0.2, -0.7], [0.1, -0.3, -0.2], [-0.2, 0.2, 0.0], [-0.4, 0.3, 0.7], [0.9, 0.1, 0.4], [-0.6, 0.0, -0.3], [0.2, -0.1, 0.3], [1.0, 0.2, 0.3], [0.0, 0.2, 0.3], [0.3, -0.1, 0.0], [0.6, -0.7, 0.2], [0.6, 0.2, 0.0], [-0.1, -0.1, 0.2], [-0.2, 0.0, -0.4], [-0.4, 0.6, 0.1], [-0.1, 0.0, -0.3], [-0.6, 0.1, 0.0], [-0.3, 0.0, 0.6], [-0.6, -1.0, -0.5], [1.0, -0.6, 0.0], [0.5, -0.1, 0.1], [0.2, 0.6, 0.1], [-0.4, 0.3, -0.5], [0.0, 0.2, -0.2], [-0.2, 0.7, 0.1], [0.2, 0.5, 0.1], [0.2, 0.0, 0.7], [-0.9, -0.3, -0.7], [0.3, -0.3, -0.4], [-0.2, -0.2, -0.3], [-0.2, 0.0, 0.0], [0.7, -0.5, 0.1], [-0.1, 0.6, 0.6], [0.7, 0.1, -0.4], [-0.1, -1.1, 1.6], [-1.3, 1.5, -0.4], [0.1, -0.4, -0.5], [-0.3, 0.1, -0.5], [0.0, -0.3, -0.1], [0.2, -0.1, -0.2], [0.7, 0.3, 0.5], [0.1, -0.3, 0.1], [-0.4, 0.8, 0.1], [-1.0, -0.1, -0.3], [0.4, -0.7, -0.2], [0.4, 0.0, 0.0], [-0.1, -0.4, -0.3], [0.0, -0.1, 0.6], [0.6, 0.7, -0.3], [-0.9, 0.3, -0.3], [1.1, -0.3, -0.6], [0.6, 0.5, 0.9], [0.1, 0.2, 0.1], [-0.1, 0.4, -0.3], [-0.1, -0.6, 0.5], [-0.3, -0.5, -0.3], [-0.3, 0.1, 0.0], [0.2, 0.0, 0.4], [0.1, -0.2, -2.1], [-0.7, -0.4, 0.3], [0.0, -0.1, 0.3], [0.4, -0.1, 0.1], [0.1, 0.3, 0.6], [-0.4, 0.4, 0.3], [0.2, 0.1, 0.1], [-0.1, -0.4, -0.2], [-1.5, -0.5, 0.2], [0.0, 1.8, 0.7], [0.1, 0.6, -0.4], [0.9, -0.2, -0.1], [-0.1, -0.5, 0.2], [0.1, 0.3, -0.2], [0.6, -0.8, -0.3], [0.2, 0.1, 0.2], [0.1, 1.4, -0.8], [0.8, -1.7, -0.3], [0.1, 0.4, -0.5], [0.4, -0.3, 0.5], [-0.2, -0.1, 0.2], [-0.3, 0.4, 0.0], [-1.0, -0.2, 0.7], [0.0, 0.0, -0.1], [-0.7, -0.4, -0.7], [-0.4, -0.6, 2.0], [0.3, -0.3, -0.3], [0.1, 0.8, 0.6], [-0.1, 0.0, -0.6], [0.1, 0.5, -0.3], [0.5, 0.2, -0.6]],
  "orbital_gap_ev": 10.15,
  "lumo_energy_ev": 0.100,
  "e_homo_ev": -10.0456,
  "charge": 0,
  "energy_ev": -381828.6816
}